Entry 1:
{"formula": "C45H40Cl2N3OsP2S", "method": "ωB97M-V with the def2-TZVPD basis set", "symbols": ["Os", "C", "S", "C", "C", "C", "N", "P", "C", "C", "C", "C", "C", "C", "C", "C", "C", "C", "C", "C", "P", "C", "C", "C", "C", "C", "C", "C", "C", "C", "C", "C", "C", "H", "H", "H", "H", "H", "H", "H", "H", "H", "H", "H", "H", "H", "H", "H", "H", "H", "H", "H", "H", "H", "H", "H", "H", "H", "H", "H", "H", "H", "C", "C", "C", "C", "N", "C", "C", "C", "C", "C", "C", "C", "H", "H", "H", "H", "H", "H", "H", "H", "Cl", "C", "C", "C", "C", "C", "Cl", "C", "N", "H", "H", "H"], "xyz": [[1.02284, 1.03685, -1.13839], [-0.71396, -5.48988, 3.84691], [-1.89946, -5.09525, 2.54974], [-0.86589, -4.00374, 1.54755], [-1.64762, -3.56534, 0.31918], [-1.00647, -2.42297, -0.46169], [-0.66737, -1.23047, 0.38166], [0.98478, -0.78412, 0.27588], [2.02101, -2.25481, 0.09141], [2.51238, -2.59910, -1.16547], [3.34863, -3.69585, -1.31003], [3.70715, -4.44495, -0.19829], [3.23382, -4.09633, 1.06105], [2.39514, -3.00348, 1.20701], [1.57134, -0.06184, 1.83609], [2.86520, 0.62662, 1.46745], [2.61608, 2.86025, 3.54440], [1.53466, 2.19105, 4.29876], [0.88525, 1.04178, 4.06782], [0.80602, 0.12921, 2.91189], [-1.51152, 0.28274, -0.05835], [-1.82757, 1.13409, 1.52511], [-1.59099, 2.50362, 1.51319], [-1.92572, 3.29477, 2.60771], [-2.48454, 2.71488, 3.73173], [-2.70433, 1.34045, 3.76466], [-2.38703, 0.55895, 2.66935], [-3.17910, -0.28835, -0.53218], [-3.63701, 0.20116, -1.75421], [-4.91781, -0.09526, -2.20273], [-5.74932, -0.89008, -1.43227], [-5.30145, -1.38485, -0.21205], [-4.02855, -1.08353, 0.23930], [-1.21032, -6.14947, 4.55557], [-0.39346, -4.59024, 4.37277], [0.15273, -6.00682, 3.43548], [0.04326, -4.53438, 1.25917], [-0.58099, -3.13323, 2.14413], [-2.66058, -3.28928, 0.61186], [-1.74935, -4.41219, -0.36463], [-1.67704, -2.11698, -1.26315], [-0.10494, -2.78584, -0.96022], [2.23925, -2.00675, -2.03082], [3.72501, -3.95925, -2.28965], [4.36399, -5.29741, -0.31051], [3.52337, -4.67357, 1.92935], [2.03577, -2.72512, 2.19039], [3.56285, -0.08747, 1.02192], [3.61175, 2.50809, 3.80844], [1.29515, 2.67228, 5.24481], [0.17817, 0.76703, 4.84352], [-0.11120, -0.45131, 2.91481], [-1.16154, 2.95826, 0.62852], [-1.75316, 4.36251, 2.57540], [-2.75012, 3.32529, 4.58497], [-3.13602, 0.88279, 4.64553], [-2.55451, -0.50902, 2.71771], [-2.97827, 0.80955, -2.36354], [-5.25943, 0.29091, -3.15392], [-6.74719, -1.12658, -1.77709], [-5.95091, -2.00590, 0.39102], [-3.70618, -1.47364, 1.19209], [-0.48906, 4.11469, -3.99079], [-0.32297, 5.30502, -3.29781], [0.26425, 5.28289, -2.04833], [0.67930, 4.06727, -1.51081], [0.51315, 2.90710, -2.19798], [-0.05865, 2.93998, -3.40420], [1.28979, 3.91492, -0.19994], [1.00374, 4.77673, 0.87817], [1.41879, 4.62137, 2.17376], [2.56402, 3.82565, 2.62780], [2.39766, 1.60193, 0.47180], [1.85553, 2.62285, -0.00680], [-0.94289, 4.09034, -4.97081], [-0.64186, 6.24301, -3.73225], [0.42732, 6.19742, -1.49582], [-0.17789, 1.98267, -3.89387], [0.27405, 5.55595, 0.68360], [0.92569, 5.22857, 2.92586], [3.51174, 4.11333, 2.17669], [3.35211, 1.10208, 2.30923], [3.44181, 0.72501, -2.98885], [2.49532, -0.20471, -4.10258], [3.08131, -0.67573, -5.25485], [2.32610, -1.43104, -6.14671], [0.98776, -1.71194, -5.88340], [0.40327, -1.23825, -4.73301], [-1.25500, -1.58606, -4.40541], [1.12386, -0.45678, -3.77204], [0.54279, -0.02445, -2.67160], [4.12028, -0.45549, -5.45693], [2.78320, -1.80321, -7.05292], [0.40083, -2.29963, -6.57531]], "gap_ev": [7.3639, 6.0445], "de_lowest_kcal_mol": 88.9, "total_charge": 1, "s2": 6.10, "spin_multiplicity": 5}


Entry 2:
{"formula": "C45H40CoI2N5O2P2", "method": "ωB97M-V with the def2-TZVPD basis set", "symbols": ["Co", "C", "N", "C", "P", "C", "C", "C", "C", "C", "C", "C", "C", "C", "C", "C", "C", "C", "C", "C", "C", "C", "C", "P", "C", "C", "C", "C", "C", "C", "C", "C", "C", "C", "C", "C", "H", "H", "H", "H", "H", "H", "H", "H", "H", "H", "H", "H", "H", "H", "H", "H", "H", "H", "H", "H", "H", "H", "H", "H", "H", "H", "H", "H", "H", "I", "C", "C", "C", "I", "C", "C", "C", "C", "N", "C", "C", "O", "H", "H", "H", "H", "C", "N", "C", "C", "O", "N", "C", "N", "H", "H", "H", "H", "H", "H", "H"], "xyz": [[0.00435, -0.22246, -0.00558], [1.41501, 2.76187, -1.42067], [2.14635, 2.98311, -0.19764], [2.90595, 1.85466, 0.28174], [1.85946, 0.58395, 1.17226], [3.22642, -0.52899, 1.65660], [3.74266, -1.36653, 0.67118], [4.77126, -2.24388, 0.95615], [5.30504, -2.29376, 2.23521], [4.81284, -1.44776, 3.21451], [3.77849, -0.57248, 2.93332], [1.42791, 1.37643, 2.74471], [0.85105, 0.55321, 3.71161], [0.54253, 1.06261, 4.95800], [0.74978, 2.40585, 5.23176], [1.27760, 3.23590, 4.25958], [1.62992, 2.72360, 3.02202], [2.78586, 4.25332, -0.15098], [1.98916, 5.39832, -0.15412], [2.56715, 6.65275, -0.11156], [3.94336, 6.78854, -0.05747], [4.73897, 5.65726, -0.05398], [4.16829, 4.39794, -0.10817], [-0.12014, 1.69108, -1.34427], [-1.35114, 2.62336, -0.39443], [-2.70113, 2.47044, -0.71058], [-3.67004, 3.01524, 0.10981], [-3.30409, 3.70570, 1.25479], [-1.96234, 3.85970, 1.56924], [-0.98678, 3.31174, 0.75798], [-0.62973, 2.02042, -3.07650], [-0.30645, 1.09414, -4.06035], [-0.60147, 1.33874, -5.39034], [-1.23177, 2.51723, -5.74790], [-1.55972, 3.44649, -4.77582], [-1.25953, 3.20649, -3.44649], [2.05694, 2.26790, -2.17904], [1.10533, 3.72864, -1.83144], [3.64393, 2.20493, 1.00843], [3.44112, 1.32710, -0.52935], [3.31762, -1.32654, -0.32397], [5.16288, -2.89288, 0.18544], [6.10213, -2.98625, 2.46333], [5.23968, -1.47362, 4.20746], [3.40012, 0.07068, 3.71320], [0.65733, -0.48390, 3.47259], [0.12020, 0.41853, 5.71570], [0.48458, 2.80259, 6.19978], [1.42427, 4.28789, 4.46267], [2.05816, 3.38064, 2.28161], [0.91419, 5.30205, -0.18267], [1.93821, 7.53010, -0.11860], [4.39494, 7.76767, -0.02311], [5.81369, 5.74674, -0.02377], [4.81785, 3.53645, -0.13385], [-2.98317, 1.91627, -1.59854], [-4.71675, 2.88768, -0.13163], [-4.06472, 4.10995, 1.90613], [-1.67679, 4.39514, 2.46048], [0.05539, 3.39233, 1.02298], [0.18778, 0.17624, -3.76661], [-0.34225, 0.61682, -6.14966], [-1.46992, 2.71249, -6.78200], [-2.04834, 4.36698, -5.05492], [-1.51622, 3.94044, -2.69644], [-2.95698, 1.22549, 3.94869], [-3.53025, 0.31887, 2.15159], [-4.86077, 0.02876, 1.89986], [-5.25063, -0.53138, 0.70307], [-7.30195, -0.95776, 0.42566], [-4.30530, -0.81328, -0.30836], [-4.58907, -1.33004, -1.58718], [-3.56574, -1.54779, -2.47424], [-2.25206, -1.30177, -2.07259], [-1.94864, -0.82525, -0.88807], [-2.93916, -0.54476, -0.02163], [-2.51287, 0.03611, 1.22837], [-1.28477, 0.28287, 1.43211], [-5.59485, 0.25108, 2.65907], [-5.60972, -1.56210, -1.85841], [-3.76235, -1.91998, -3.46634], [-1.42309, -1.50478, -2.73462], [1.96379, -5.24931, -2.25488], [1.55464, -4.12403, -1.45454], [1.22497, -4.21702, -0.05114], [0.75473, -2.79432, 0.23597], [0.34743, -2.32526, 1.27610], [0.86466, -2.06836, -0.91246], [1.30203, -2.87633, -1.87341], [1.47067, -2.46604, -3.13054], [2.46680, -5.97294, -1.61684], [2.66329, -4.93163, -3.02808], [1.10603, -5.74052, -2.72323], [2.09839, -4.46285, 0.55931], [0.44159, -4.95396, 0.14247], [1.33429, -1.48786, -3.32218], [1.79906, -3.07456, -3.85854]], "gap_ev": [6.9252, 6.4783], "total_charge": 1, "s2": 3.76, "spin_multiplicity": 4}